{"formula": "C2H11N2O2", "method": "wB97M-V/def2-TZVPD", "e_homo_ev": -12.34, "total_charge": 1, "lumo_energy_ha": -0.1135, "homo_lumo_gap_ev": 9.254, "elements": ["C", "C", "N", "N", "H", "H", "H", "H", "H", "H", "H", "H", "H", "O", "H", "H", "O"], "positions_angstrom": [[-1.2479, -0.6499, -0.1208], [-1.3681, 0.3054, -1.0674], [-1.8926, -0.0157, -2.2672], [-0.4755, -0.5275, 1.0973], [-1.7618, -1.5935, -0.1995], [-1.0819, 1.3559, -1.1043], [-1.9641, 0.6631, -3.0077], [-2.1580, -0.9719, -2.4054], [-0.3246, 0.4383, 1.4040], [0.4940, -0.8475, 1.1270], [-0.8809, -0.9488, 1.9385], [2.3770, 1.2533, 0.1684], [2.0942, 1.1390, -1.4567], [1.7826, 1.0167, -0.5714], [2.2828, 0.0564, 2.9397], [2.3122, -0.3901, 1.3445], [1.8127, -0.2832, 2.1810]], "atomic_forces_ev_per_a": [[-0.27, 0.27, 0.01], [0.15, -0.24, -0.64], [-0.26, -0.02, 0.09], [-0.02, 1.09, 1.06], [0.19, -0.14, -0.21], [0.49, -0.30, 1.00], [-0.18, -0.27, 0.15], [-0.18, -0.01, -0.55], [-0.20, 0.18, -0.38], [-0.23, -0.44, -0.55], [-0.39, -0.23, -0.34], [0.00, 0.35, -1.54], [1.02, 0.37, -0.30], [-1.01, -0.64, 1.97], [0.81, -0.01, -0.16], [0.51, 0.30, 1.32], [-0.44, -0.26, -0.93]], "mulliken_charge": [-0.673, 0.184, -0.390, -0.244, 0.289, 0.339, 0.221, 0.195, 0.374, 0.361, 0.400, 0.336, 0.303, -0.610, 0.312, 0.293, -0.692]}

***

{"formula": "C2H11N2O2", "method": "wB97M-V/def2-TZVPD", "e_homo_ev": [-19.37, -19.39], "total_charge": 2, "lumo_energy_ha": [-0.4609, -0.4527], "homo_lumo_gap_ev": [6.826, 7.068], "multiplicity": 2, "elements": ["C", "C", "N", "N", "H", "H", "H", "H", "H", "H", "H", "H", "H", "O", "H", "H", "O"], "positions_angstrom": [[-0.9685, -0.6471, 0.0472], [-0.5967, -1.8521, -0.5165], [-0.6203, -3.1021, 0.1811], [0.2253, 0.2482, 0.6645], [-1.9106, -0.0227, 0.0309], [-0.1483, -1.8087, -1.5297], [0.3574, -3.3975, 0.3859], [-0.9932, -3.8607, -0.3772], [0.7402, -0.5202, 1.1350], [0.7394, 0.5997, -0.2384], [-0.4260, 1.1223, 0.9659], [-1.1874, 2.7937, 2.2291], [0.0967, 3.3376, 1.6373], [-0.5578, 2.5647, 1.5147], [1.6958, 0.7345, -2.1041], [2.0187, 2.2436, -2.3109], [1.5353, 1.5667, -1.7148]], "atomic_forces_ev_per_a": [[0.45, 3.66, 2.01], [0.97, -3.65, -0.09], [-0.71, 2.29, -0.85], [-2.61, -1.76, -5.05], [0.50, -1.61, 0.30], [-0.05, -0.05, 0.10], [-0.34, 0.33, 0.49], [0.08, -0.37, -0.78], [0.12, 1.68, 0.84], [-0.01, 0.18, 1.59], [2.17, 0.14, 1.49], [-0.05, -0.46, -0.45], [-0.95, -1.82, -0.77], [0.54, 1.92, 1.05], [0.68, -1.29, -1.26], [-1.16, -1.49, 1.51], [0.36, 2.31, -0.13]], "mulliken_charge": [-0.137, 0.099, -0.476, -0.181, 0.432, 0.380, 0.373, 0.349, 0.423, 0.330, 0.397, 0.361, 0.350, -0.664, 0.302, 0.358, -0.696]}

***

{"formula": "C2H11N2O3", "method": "wB97M-V/def2-TZVPD", "e_homo_ev": [-19.75, -19.75], "total_charge": 2, "lumo_energy_ha": [-0.3030, -0.4989], "homo_lumo_gap_ev": [11.505, 6.174], "multiplicity": 2, "elements": ["N", "C", "C", "N", "O", "H", "H", "H", "H", "H", "H", "H", "H", "H", "O", "H", "H", "O"], "positions_angstrom": [[0.8244, -0.5499, -1.5295], [0.5591, 0.1157, -0.2259], [1.0754, -0.8491, 0.8698], [0.8644, -0.5012, 2.1962], [1.7105, -1.8488, 0.6291], [0.1482, -0.2313, -2.2621], [1.8107, -0.5171, -1.8037], [0.6952, -1.5714, -1.4887], [-0.5024, 0.3128, -0.1020], [1.1813, 1.0018, -0.0910], [0.1414, 0.1780, 2.5067], [1.2591, -1.1453, 2.8916], [-1.3374, 1.2360, -3.4448], [-2.0934, -0.0851, -2.9355], [-1.3149, 0.4751, -2.8553], [-1.6041, 1.2049, 3.3297], [-1.9062, 1.7597, 1.9261], [-1.5112, 1.0153, 2.3895]], "atomic_forces_ev_per_a": [[0.30, -0.90, 0.10], [0.66, -1.27, 0.82], [-0.26, 1.16, -0.53], [0.05, -0.71, 0.20], [-0.01, -0.40, 0.24], [-0.16, 0.68, -0.32], [-0.06, 0.66, -0.29], [-0.34, 0.08, 0.35], [-0.01, 0.19, -0.11], [-0.30, 0.30, -0.41], [-0.48, 0.42, -0.39], [0.17, 0.03, 0.07], [-0.44, -0.15, -0.23], [-0.24, 0.37, -0.48], [0.84, -0.36, 0.74], [-0.41, 0.17, 0.13], [-0.11, 0.20, 0.04], [0.81, -0.45, 0.07]], "mulliken_charge": [-0.256, -0.592, 0.579, 0.067, -0.311, 0.285, 0.413, 0.412, 0.387, 0.379, 0.289, 0.375, 0.323, 0.320, -0.653, 0.336, 0.342, -0.694]}

***

{"formula": "C2H11N3", "method": "wB97M-V/def2-TZVPD", "e_homo_ev": -8.98, "total_charge": 0, "lumo_energy_ha": 0.0380, "homo_lumo_gap_ev": 10.018, "smiles": "NCN.CN", "elements": ["N", "C", "N", "H", "H", "H", "H", "H", "H", "C", "N", "H", "H", "H", "H", "H"], "positions_angstrom": [[-2.9367, -1.7155, -0.5373], [-1.7728, -2.4546, 0.1215], [-1.0020, -1.5124, 0.8922], [-3.7896, -1.8658, -0.0105], [-3.0097, -2.1555, -1.4482], [-2.1164, -3.3343, 0.6586], [-1.0842, -2.8345, -0.6444], [-0.8238, -0.5950, 0.5187], [-1.4907, -1.3940, 1.7738], [2.3331, 2.7213, -0.6849], [2.7334, 2.3632, 0.6770], [2.8154, 3.6452, -1.0229], [1.2431, 2.8783, -0.6600], [2.5392, 2.0160, -1.4824], [3.5723, 2.8538, 0.9677], [2.7895, 1.3838, 0.8811]], "atomic_forces_ev_per_a": [[1.36, -1.27, 0.01], [-0.22, 1.90, -1.62], [-0.07, -1.20, 2.11], [-0.02, -0.11, -0.18], [-0.66, 0.20, -0.06], [0.18, 0.24, 0.65], [-0.53, 0.07, -0.27], [-0.37, -0.15, -0.69], [0.35, 0.33, 0.04], [-0.70, 0.30, 0.27], [0.38, 0.82, -0.14], [-0.16, -0.02, 0.38], [0.29, 0.12, -0.37], [0.20, -0.55, 0.07], [-0.14, -0.44, -0.06], [0.13, -0.23, -0.15]], "mulliken_charge": [-0.629, -0.268, -0.576, 0.210, 0.244, 0.278, 0.306, 0.247, 0.188, -0.646, -0.497, 0.290, 0.210, 0.237, 0.210, 0.195]}

***

{"formula": "C2H11N3", "method": "wB97M-V/def2-TZVPD", "e_homo_ev": [-13.16, -13.13], "total_charge": 1, "lumo_energy_ha": [-0.1247, -0.3334], "homo_lumo_gap_ev": [9.769, 4.062], "multiplicity": 2, "elements": ["C", "N", "H", "H", "H", "H", "H", "N", "C", "N", "H", "H", "H", "H", "H", "H"], "positions_angstrom": [[-1.8165, -1.7709, 0.0783], [-2.1541, -0.5660, -0.7635], [-1.7571, -2.6104, -0.6185], [-2.4949, -1.9813, 0.9154], [-0.7892, -1.5952, 0.3623], [-1.9092, 0.2196, -0.1767], [-3.1186, -0.5163, -1.0625], [0.5725, 0.7138, 0.8425], [1.8098, 1.3448, 0.5117], [2.3015, 1.1551, -0.8520], [0.0304, 0.3182, 0.0695], [0.6865, -0.0044, 1.5632], [1.6945, 2.4537, 0.5500], [2.5957, 1.2434, 1.2628], [2.7105, 0.2469, -1.0806], [1.6380, 1.3489, -1.6019]], "atomic_forces_ev_per_a": [[-0.58, 0.51, -1.78], [1.10, -0.70, 1.02], [-0.23, -0.17, 0.38], [0.34, 0.10, -0.15], [0.25, -0.28, 0.68], [-0.93, 0.48, -0.20], [0.01, 0.06, 0.21], [1.12, -2.07, -0.34], [0.95, 3.99, -0.61], [-0.79, -1.91, 0.20], [-0.33, 0.50, -0.16], [-0.38, 0.17, 0.14], [-0.53, -0.56, 0.18], [-0.14, -0.80, -0.06], [-0.03, -0.02, 0.42], [0.17, 0.69, 0.08]], "mulliken_charge": [-0.575, -0.542, 0.311, 0.251, 0.188, 0.185, 0.253, -0.191, -0.417, -0.381, 0.205, 0.356, 0.321, 0.450, 0.288, 0.296]}

***

{"formula": "C2H11N3O", "method": "wB97M-V/def2-TZVPD", "e_homo_ev": -8.92, "total_charge": 0, "lumo_energy_ha": 0.0410, "homo_lumo_gap_ev": 10.031, "smiles": "NCN.NCO", "elements": ["N", "C", "N", "H", "H", "H", "H", "H", "H", "N", "C", "O", "H", "H", "H", "H", "H"], "positions_angstrom": [[-2.5851, 0.8639, 3.4356], [-3.7091, 1.7772, 3.0559], [-4.3143, 1.3729, 1.7967], [-2.4980, 0.9397, 4.4404], [-2.9782, -0.0523, 3.2326], [-4.4841, 1.5643, 3.8084], [-3.3298, 2.7860, 2.9001], [-4.1420, 2.0246, 1.0634], [-5.2337, 0.9987, 1.8693], [3.5461, -0.5959, -3.2608], [4.1045, -1.8890, -2.9890], [5.0388, -2.1632, -4.0420], [2.9738, -0.0796, -2.6126], [4.2820, -0.0213, -3.6666], [4.7747, -1.8052, -2.1132], [3.3192, -2.6411, -2.9305], [5.2354, -3.0798, -3.9877]], "atomic_forces_ev_per_a": [[-0.51, 0.48, -0.70], [-0.35, -1.58, -0.43], [1.20, -0.25, 0.54], [0.22, -0.18, 0.19], [0.38, -0.12, 0.14], [0.07, 1.31, 0.11], [-0.19, 0.12, 0.85], [-0.36, 0.06, -0.49], [-0.44, 0.16, -0.22], [0.23, 0.42, -1.66], [1.21, 0.92, 0.67], [-1.03, 1.13, -0.25], [0.23, -0.52, 0.36], [-0.39, 0.07, 0.29], [-0.72, -0.71, 0.41], [0.08, -0.12, 0.24], [0.38, -1.19, -0.05]], "mulliken_charge": [-0.669, -0.267, -0.483, 0.236, 0.236, 0.282, 0.276, 0.194, 0.194, -0.525, -0.156, -0.518, 0.201, 0.202, 0.234, 0.276, 0.285]}

***

ΔE to the lowest compared entry with this formula, charge and spin list, top to bottom, in kJ/mol: 182.02 499.77 0.00 70.12 103.19 87.46